This record from OMol25 describes a cluster of 5 separate species, C3H15NO5 in total at a distorted geometry. The level of theory is ωB97M-V/def2-TZVPD.

Structure (SMILES)   CCC(N)=O.O.O.O.O
Orbital gap   10.369 eV
Energy relative to the best compared isomer or geometry (same formula, charge and spin)   0.803 eV
Energy   -15082.20050 eV

Cartesian coordinates (Å):
C 2.023 0.189 -1.198
C 0.734 0.429 -1.966
C -0.417 -0.371 -1.360
N -0.253 -1.744 -1.464
O -1.437 0.097 -0.903
H 2.030 0.651 -0.203
H 2.156 -0.894 -1.054
H 2.954 0.357 -1.737
H 0.726 -0.061 -2.976
H 0.315 1.464 -2.080
H 0.497 -2.218 -1.931
H -1.116 -2.259 -1.424
H 0.370 2.091 1.834
H -0.498 0.878 2.072
O 0.414 1.128 1.888
H 2.237 -1.253 2.791
H 1.508 -0.250 1.757
O 1.785 -1.165 1.953
H -2.048 1.523 0.306
H -1.855 2.932 0.962
O -1.921 1.991 1.146
H -3.055 -0.401 1.254
H -2.176 -1.787 1.293
O -2.971 -1.324 1.042

---

This record from OMol25 describes a cluster of 3 separate species, C3H16N2O2 in total at a distorted geometry. The level of theory is ωB97M-V/def2-TZVPD.

Orbital gap   13.008 eV
Energy relative to the best compared isomer or geometry (same formula, charge and spin)   0.619 eV
Net charge   +2
Energy   -10430.46270 eV

Cartesian coordinates (Å):
C 0.857 1.249 0.512
C 0.016 0.012 0.207
C -1.487 0.420 0.372
N -2.280 -0.528 -0.522
N 2.330 0.834 0.393
H 0.669 2.092 -0.151
H 0.840 1.552 1.564
H 0.163 -0.221 -0.853
H 0.216 -0.839 0.861
H -1.583 1.457 0.053
H -1.846 0.320 1.387
H -3.288 -0.510 -0.381
H -1.981 -1.445 -0.194
H -2.093 -0.417 -1.556
H 2.997 1.590 0.593
H 2.523 0.129 1.149
H 2.555 0.568 -0.563
H 3.477 -1.763 2.428
H 2.164 -1.305 2.999
O 2.729 -1.165 2.235
H -2.274 -1.454 -3.660
H -2.179 0.076 -3.697
O -2.525 -0.652 -3.177

---

This record from OMol25 describes a cluster of 5 separate species, C3H16N2O3 in total at a distorted geometry. The level of theory is ωB97M-V/def2-TZVPD.

Orbital gap   3.987 eV
Energy relative to the best compared isomer or geometry (same formula, charge and spin)   8.102 eV
Energy   -12485.62543 eV

Cartesian coordinates (Å):
C 2.070 -1.121 -0.733
C 0.974 -1.176 0.317
N -0.281 -1.626 -0.232
C -1.400 -1.451 0.651
N -0.247 2.591 -1.945
H 2.962 -0.816 -0.178
H 2.183 -2.095 -1.193
H 1.865 -0.299 -1.412
H 0.817 -0.198 0.809
H 1.189 -1.851 1.163
H -0.497 -0.963 -1.116
H -1.485 -2.213 1.436
H -1.243 -0.499 1.182
H -2.290 -1.510 0.030
H -0.664 2.501 -1.023
H -0.261 1.121 1.899
H -0.829 2.629 1.480
O -0.176 0.150 2.835
H -0.112 0.507 3.726
H 0.694 2.951 -1.892
O -0.327 1.883 1.145
H -0.258 1.630 -2.318
H -1.185 -0.465 -2.786
O -0.448 -0.168 -2.232

---

This record from OMol25 describes a cluster of 4 separate species, C3H16N2O3S in total at a distorted geometry. The level of theory is ωB97M-V/def2-TZVPD.

Structure (SMILES)   NC[C@H](N)CS.O.O.O
Orbital gap   9.639 eV
Energy relative to the best compared isomer or geometry (same formula, charge and spin)   1.064 eV
Energy   -23327.45387 eV

Cartesian coordinates (Å):
N 0.048 0.379 -0.272
C -0.273 0.408 1.203
C -1.767 0.586 1.333
S -2.788 -0.799 0.826
C 0.607 1.399 1.935
N 2.033 1.428 1.506
H 0.960 0.775 -0.416
H -0.478 0.989 -0.863
H 0.142 -0.496 1.806
H -2.193 1.507 0.888
H -2.030 0.686 2.386
H -2.156 -0.959 -0.303
H 0.182 2.425 2.093
H 0.560 1.280 3.050
H 2.607 2.228 1.730
H 2.561 0.603 1.789
H 2.575 -1.510 -0.942
H 1.752 -2.043 -2.088
O 2.619 -2.147 -1.656
H -0.435 -1.489 -2.698
H -0.408 -2.019 -1.335
O -0.120 -2.274 -2.224
H 1.180 1.158 -2.714
H 2.191 2.374 -2.497
O 1.431 1.904 -2.159

---

This record from OMol25 describes a cluster of 5 separate species, C3H16NO3S in total at a distorted geometry. The level of theory is ωB97M-V/def2-TZVPD.

Orbital gap   3.976 eV
Energy relative to the best compared isomer or geometry (same formula, charge and spin)   7.333 eV
Net charge   +1
Energy   -21825.74767 eV

Cartesian coordinates (Å):
C 1.528 0.494 1.171
C 0.221 -0.270 1.681
C -0.702 0.669 2.468
S 0.741 0.024 -1.995
N 1.274 1.856 0.739
H 2.209 0.568 2.002
H 2.016 -0.067 0.402
H 0.512 -1.142 2.265
H -0.334 -0.515 0.773
H -0.801 1.542 1.846
H -0.342 0.997 3.475
H 0.458 -0.376 -3.272
H 1.980 2.505 1.077
H 1.224 1.942 -0.275
H -1.720 0.231 2.666
H 1.904 -3.037 -0.519
H 1.592 -1.578 -0.847
O 1.417 -2.268 -0.190
H -2.607 0.909 -2.245
H -1.198 0.655 -1.634
O -2.120 0.900 -1.412
H -2.700 -0.303 -0.256
H -2.727 -1.833 -0.176
O -2.509 -1.056 0.346